(1)
Entry from the OMol25 dataset: a single C16H19ClFNO3 molecule (ωB97M-V/def2-TZVPD).

Summary:
E	-1461.671919	a.u.
HOMO	-8.753	eV
SMILES string	O=C(COC(=O)CCC1CCCC1)Nc1ccc(Cl)cc1F

Geometry as ORCA input:
```
! wB97M-V def2-TZVPD RIJCOSX def2/J DEFGRID3
* xyz 0 1
O -3.02152 -3.48743 0.83237
C -2.16757 -2.68976 0.52699
N -2.37643 -1.39376 0.18382
C -3.57873 -0.70040 0.09277
C -4.82682 -1.25956 0.35451
C -5.97580 -0.49890 0.24099
C -5.89710 0.83297 -0.13588
C -4.66849 1.41941 -0.40474
C -3.53650 0.64386 -0.28598
F -2.32713 1.19939 -0.54545
H -4.58718 2.45267 -0.69980
Cl -7.33168 1.77892 -0.27514
H -6.93634 -0.94287 0.44637
H -4.88247 -2.29488 0.64703
H -1.54390 -0.85293 -0.02590
C -0.68815 -3.07766 0.50907
H -0.39703 -3.37339 1.52292
H -0.55251 -3.94207 -0.15223
O 0.14273 -2.01000 0.07773
C 1.05791 -2.26869 -0.88321
O 1.21332 -3.35317 -1.36987
C 1.82531 -1.02061 -1.22783
H 2.47361 -1.24119 -2.07600
H 1.11667 -0.24080 -1.51073
C 2.65859 -0.54517 -0.03097
C 3.45260 0.72012 -0.35547
C 2.54810 1.92628 -0.66590
H 2.37625 2.05061 -1.73399
H 1.58131 1.80130 -0.17462
C 3.26984 3.12286 -0.05231
H 2.60786 3.97236 0.10885
H 4.08973 3.43968 -0.69878
C 3.82355 2.54710 1.24606
H 3.01791 2.44779 1.97515
H 4.60620 3.16487 1.68353
C 4.33613 1.16540 0.83278
H 5.37749 1.23516 0.51831
H 4.28608 0.45547 1.65751
H 4.08726 0.50983 -1.22087
H 1.99606 -0.35190 0.81507
H 3.35085 -1.34095 0.25381
*
```

---

(2)
Entry from the OMol25 dataset: a gas-phase ion, C4H12NS2 (charge +1) at a distorted geometry (ωB97M-V/def2-TZVPD).

Summary:
E	-1010.465886	a.u.
HOMO	-12.998	eV
SMILES string	CCSSCC[NH3+]

Geometry as ORCA input:
```
! wB97M-V def2-TZVPD RIJCOSX def2/J DEFGRID3
* xyz 1 1
N 1.62361 0.54627 -1.99482
C 1.57031 1.85318 -1.26038
C 0.77386 1.71016 0.06643
S -0.95884 1.11598 -0.02288
S -0.45696 -0.96011 -0.13338
C -0.92884 -1.41902 1.61338
C -0.57532 -2.84962 1.99124
H 1.08298 -0.04708 -1.26189
H 2.56985 0.17558 -2.10520
H 1.16105 0.31928 -2.87414
H 2.55464 2.31873 -1.22287
H 0.92362 2.54903 -1.81509
H 1.35036 1.06016 0.79157
H 0.72313 2.69302 0.55396
H -1.99922 -1.21588 1.75887
H -0.45249 -0.66546 2.25940
H -0.25429 -3.43843 1.11510
H 0.14775 -2.93387 2.81605
H -1.41743 -3.43779 2.38588
*
```

---

(3)
Entry from the OMol25 dataset: a molecular structure, C15H35BrMgN5O5 at a distorted geometry (ωB97M-V/def2-TZVPD).

Summary:
E	-4016.733560	a.u.
HOMO (spin up / spin down)	-1.525 / -8.185	eV
<S²>	0.7503

Geometry as ORCA input:
```
! wB97M-V def2-TZVPD RIJCOSX def2/J DEFGRID3
* xyz 0 2
Mg -23.14492 -2.36863 14.72673
Br -21.20706 -1.17985 14.67919
C -24.53064 -1.14502 11.04223
C -24.49530 -0.50849 12.46010
O -24.09978 -1.09724 13.51190
N -24.92346 0.74021 12.51321
C -24.95238 1.53825 13.74742
H -23.51122 -1.20711 10.66139
H -25.20818 -0.62925 10.36178
H -24.91579 -2.16202 11.11612
H -25.42121 1.09473 11.70906
H -25.48429 1.01580 14.54255
H -25.27981 2.55870 13.54854
H -24.01511 1.81140 14.23221
C -24.00466 0.72535 17.28800
C -24.28887 -0.75924 17.38886
O -23.98007 -1.45431 16.38685
N -24.87974 -1.41051 18.44770
C -24.69062 -1.02486 19.79353
H -23.01907 0.99118 16.90584
H -23.99631 1.17523 18.28080
H -24.73544 1.22088 16.64886
H -25.16545 -2.36832 18.30259
H -23.73775 -0.49895 19.85319
H -24.53227 -1.86333 20.47176
H -25.50352 -0.35337 20.06994
C -26.08880 -5.41896 14.37040
C -26.05615 -3.90722 14.65835
O -24.99421 -3.31821 14.80698
N -27.23730 -3.34398 14.82966
C -27.50289 -1.85268 14.98004
H -26.44579 -6.10382 15.13958
H -25.08598 -5.70004 14.04874
H -26.74933 -5.65588 13.53633
H -28.12466 -3.82412 14.87610
H -27.84708 -1.30315 14.10389
H -26.57286 -1.34930 15.24415
H -28.19924 -1.60712 15.78185
C -22.84086 -6.23196 15.29699
C -22.20070 -5.04221 16.07924
O -22.56789 -3.86909 15.88486
N -21.19808 -5.29165 16.91586
C -20.29627 -4.26023 17.47374
H -22.23985 -7.13251 15.17089
H -22.81930 -5.87250 14.26820
H -23.86568 -6.53974 15.50461
H -21.06547 -6.29082 16.98043
H -20.68556 -3.66536 18.29998
H -20.34032 -3.57082 16.63061
H -19.26655 -4.61611 17.50728
C -20.72382 -3.78795 12.17939
C -22.20136 -3.89617 12.13101
O -22.98372 -3.47248 13.01632
N -22.73728 -4.67644 11.20085
C -24.14194 -5.16850 11.13891
H -20.31187 -4.42398 11.39589
H -20.29252 -4.15073 13.11238
H -20.36912 -2.76816 12.03000
H -22.14648 -5.02766 10.46078
H -24.48903 -5.18758 10.10583
H -24.73710 -4.45479 11.70857
H -24.23663 -6.10130 11.69480
*
```

---

(4)
Entry from the OMol25 dataset: a single C16H15BrO3S2 molecule at a distorted geometry (ωB97M-V/def2-TZVPD).

Summary:
E	-4214.718578	a.u.
HOMO	-8.752	eV
SMILES string	CC(C)[C@@H](C(=O)O)[C@H]1C(=O)/C(=C/c2ccc(Br)cc2)SC1=S

Geometry as ORCA input:
```
! wB97M-V def2-TZVPD RIJCOSX def2/J DEFGRID3
* xyz 0 1
O -0.71465 2.38147 -1.32607
O -0.56985 -1.79432 -1.26017
S 3.91004 0.47976 -0.24919
Br -3.65383 -0.71818 6.72266
O 1.20897 -1.70884 0.01026
S 1.57024 1.35899 1.41613
C 0.08867 1.76723 -0.63480
C 0.48524 -1.28580 -1.02873
C 2.31558 0.96746 -0.13525
C -0.15847 1.58601 0.80437
C -1.44446 1.46263 1.33198
C -3.42345 -0.34940 3.91738
C -1.62567 0.68671 5.14600
C -2.84947 0.01153 2.71347
C -1.06716 1.09403 3.87525
C -2.80040 -0.03468 5.21283
C -1.71072 0.84062 2.63465
C 1.71245 0.21817 -4.32649
C 1.54211 -2.12809 -3.60831
C 1.27365 1.09492 -1.20203
C 0.86634 -0.19597 -1.94329
C 1.84796 -0.73437 -3.06464
H 0.55289 -2.08339 0.61237
H -2.34605 1.64452 0.81473
H -4.17267 -1.19410 4.00422
H -1.18212 0.66257 6.11693
H -3.44606 -0.19229 1.83536
H -0.12016 1.65507 3.89679
H 0.67501 0.07683 -4.78148
H 2.49058 -0.08027 -5.10738
H 1.74312 1.25492 -4.01851
H 1.71442 -3.02951 -2.92438
H 2.12480 -2.51107 -4.52093
H 0.47348 -2.21873 -3.98531
H 1.84710 1.77248 -1.88701
H -0.05495 -0.11183 -2.45860
H 2.89745 -0.64514 -2.60285
*
```

---

> Which formula does entry 2 have?

C4H12NS2

---

Please write out number 4 again, unchanged.
Entry from the OMol25 dataset: a single C16H15BrO3S2 molecule at a distorted geometry (ωB97M-V/def2-TZVPD).

Summary:
E	-4214.718578	a.u.
HOMO	-8.752	eV
SMILES string	CC(C)[C@@H](C(=O)O)[C@H]1C(=O)/C(=C/c2ccc(Br)cc2)SC1=S

Geometry as ORCA input:
```
! wB97M-V def2-TZVPD RIJCOSX def2/J DEFGRID3
* xyz 0 1
O -0.71465 2.38147 -1.32607
O -0.56985 -1.79432 -1.26017
S 3.91004 0.47976 -0.24919
Br -3.65383 -0.71818 6.72266
O 1.20897 -1.70884 0.01026
S 1.57024 1.35899 1.41613
C 0.08867 1.76723 -0.63480
C 0.48524 -1.28580 -1.02873
C 2.31558 0.96746 -0.13525
C -0.15847 1.58601 0.80437
C -1.44446 1.46263 1.33198
C -3.42345 -0.34940 3.91738
C -1.62567 0.68671 5.14600
C -2.84947 0.01153 2.71347
C -1.06716 1.09403 3.87525
C -2.80040 -0.03468 5.21283
C -1.71072 0.84062 2.63465
C 1.71245 0.21817 -4.32649
C 1.54211 -2.12809 -3.60831
C 1.27365 1.09492 -1.20203
C 0.86634 -0.19597 -1.94329
C 1.84796 -0.73437 -3.06464
H 0.55289 -2.08339 0.61237
H -2.34605 1.64452 0.81473
H -4.17267 -1.19410 4.00422
H -1.18212 0.66257 6.11693
H -3.44606 -0.19229 1.83536
H -0.12016 1.65507 3.89679
H 0.67501 0.07683 -4.78148
H 2.49058 -0.08027 -5.10738
H 1.74312 1.25492 -4.01851
H 1.71442 -3.02951 -2.92438
H 2.12480 -2.51107 -4.52093
H 0.47348 -2.21873 -3.98531
H 1.84710 1.77248 -1.88701
H -0.05495 -0.11183 -2.45860
H 2.89745 -0.64514 -2.60285
*
```

---

Copy entry 2 word for word.
Entry from the OMol25 dataset: a gas-phase ion, C4H12NS2 (charge +1) at a distorted geometry (ωB97M-V/def2-TZVPD).

Summary:
E	-1010.465886	a.u.
HOMO	-12.998	eV
SMILES string	CCSSCC[NH3+]

Geometry as ORCA input:
```
! wB97M-V def2-TZVPD RIJCOSX def2/J DEFGRID3
* xyz 1 1
N 1.62361 0.54627 -1.99482
C 1.57031 1.85318 -1.26038
C 0.77386 1.71016 0.06643
S -0.95884 1.11598 -0.02288
S -0.45696 -0.96011 -0.13338
C -0.92884 -1.41902 1.61338
C -0.57532 -2.84962 1.99124
H 1.08298 -0.04708 -1.26189
H 2.56985 0.17558 -2.10520
H 1.16105 0.31928 -2.87414
H 2.55464 2.31873 -1.22287
H 0.92362 2.54903 -1.81509
H 1.35036 1.06016 0.79157
H 0.72313 2.69302 0.55396
H -1.99922 -1.21588 1.75887
H -0.45249 -0.66546 2.25940
H -0.25429 -3.43843 1.11510
H 0.14775 -2.93387 2.81605
H -1.41743 -3.43779 2.38588
*
```

---

> Among the records above, which one has the lowest E?

C16H15BrO3S2